Entry 1:
Density functional theory data (ωB97M-V/def2-TZVPD) for C6H12O in the gas phase.

Computed properties:
relative energy (zero: lowest compared OMol25 entry of this formula, charge and spin)	3.992	eV
HOMO	-8.157	eV
gap between HOMO and LUMO	8.660	eV
net charge	0

Cartesian coordinates (Å):
1 H -0.331 0.955 0.756
2 C 1.146 0.700 -1.792
3 H -0.940 1.121 -1.462
4 H 0.642 -1.777 1.798
5 H -1.846 -1.718 0.982
6 H -2.496 -0.204 0.314
7 H 1.653 -0.335 1.618
8 C -1.782 -0.626 1.031
9 H 2.122 1.644 -0.394
10 H 0.346 -0.337 2.809
11 H 1.819 -0.131 -1.530
12 H -2.069 -0.299 2.035
13 C 0.630 -0.682 1.807
14 C -0.334 0.226 -1.676
15 C -0.151 -0.762 -0.590
16 H -0.646 -0.219 -2.627
17 H 1.351 0.948 -2.838
18 O 1.375 1.828 -0.973
19 C -0.334 -0.148 0.749


Entry 2:
Density functional theory data (ωB97M-V/def2-TZVPD) for a gas-phase ion, C2H5N2O (charge +1) in a non-equilibrium geometry.

Computed properties:
relative energy (zero: lowest compared OMol25 entry of this formula, charge and spin)	5.939	eV
HOMO (spin up / spin down)	-15.451 / -15.452	eV
gap between HOMO and LUMO (spin up / spin down)	7.707 / 7.709	eV
net charge	+1

Cartesian coordinates (Å):
1 N 0.266 0.585 -0.556
2 C -0.484 0.852 0.665
3 H 1.044 -1.391 0.049
4 H -1.277 1.556 0.243
5 C 0.323 -0.826 -0.700
6 O -1.029 -0.411 1.034
7 H 0.618 -1.230 -1.658
8 N -0.603 -1.392 0.069
9 H 0.024 1.180 1.700
10 H 1.117 1.077 -0.845


Entry 3:
Density functional theory data (ωB97M-V/def2-TZVPD) for a molecular structure, C3H2N2 in a non-equilibrium geometry.

Computed properties:
relative energy (zero: lowest compared OMol25 entry of this formula, charge and spin)	6.636	eV
HOMO	-8.702	eV
gap between HOMO and LUMO	8.026	eV
net charge	0

Cartesian coordinates (Å):
1 H 1.367 1.274 0.014
2 N -1.724 -0.207 0.044
3 C -0.748 -0.972 -0.341
4 H 1.423 -1.162 0.295
5 C -1.411 1.019 -0.168
6 N 0.564 -0.608 0.155
7 C 0.528 0.657 0.000


Entry 4:
Density functional theory data (ωB97M-V/def2-TZVPD) for 2 unconnected molecules or ions with the total composition C9H10NSe in a non-equilibrium geometry.

Computed properties:
relative energy (zero: lowest compared OMol25 entry of this formula, charge and spin)	1.250	eV
HOMO (spin up / spin down)	-12.565 / -11.354	eV
gap between HOMO and LUMO (spin up / spin down)	7.234 / 6.276	eV
net charge	+1

Cartesian coordinates (Å):
1 H 0.238 2.770 -0.310
2 H -2.613 -2.176 0.323
3 H -3.304 -0.487 0.041
4 C -0.451 -2.109 -0.083
5 C 3.130 0.187 0.058
6 N -1.183 -0.939 -0.281
7 C 0.681 0.696 -0.281
8 H -0.976 -3.137 -0.245
9 C -2.575 -1.218 -0.322
10 H -2.995 -1.507 -1.288
11 H 4.373 1.900 0.143
12 C -0.642 0.249 -0.389
13 Se 1.501 -2.160 -0.071
14 H 3.904 -0.444 0.125
15 H -0.466 -3.061 2.060
16 H 2.631 3.545 -0.313
17 C 2.396 2.513 -0.252
18 H -1.451 0.901 -0.791
19 C 1.763 -0.250 -0.073
20 C 3.380 1.552 0.031
21 C 1.113 2.061 -0.442


Entry 5:
Density functional theory data (ωB97M-V/def2-TZVPD) for 2 unconnected molecules or ions with the total composition C5H11N2 in a non-equilibrium geometry.

Computed properties:
relative energy (zero: lowest compared OMol25 entry of this formula, charge and spin)	5.110	eV
HOMO	-13.610	eV
gap between HOMO and LUMO	9.938	eV
net charge	+1

Cartesian coordinates (Å):
1 H 1.476 -0.900 0.343
2 H -4.005 -0.549 -0.457
3 H 0.271 -1.945 0.174
4 C -1.788 -0.497 -0.644
5 H 0.623 -1.471 2.395
6 H -0.735 -0.307 2.092
7 N 0.410 -0.993 0.434
8 H 1.529 2.392 -1.359
9 C -0.424 -0.086 -0.566
10 H -0.879 1.815 -0.982
11 H 1.918 1.095 0.111
12 H 1.056 0.196 2.104
13 N -0.078 1.243 -0.575
14 H 1.750 0.748 -1.718
15 C 1.363 1.411 -0.880
16 C -2.980 -0.633 -0.534
17 H 0.177 -0.907 -1.761
18 C 0.315 -0.611 1.824


Entry 6:
Density functional theory data (ωB97M-V/def2-TZVPD) for a molecular structure, C51H101NO4SSi2 in a non-equilibrium geometry.

Computed properties:
HOMO	-8.728	eV
gap between HOMO and LUMO	9.196	eV
net charge	0

Cartesian coordinates (Å):
1 H 6.321 3.792 3.113
2 H -0.547 -0.015 -13.790
3 H 6.257 -1.987 4.437
4 H -1.568 -0.021 4.186
5 O 5.889 0.388 1.997
6 H 7.414 2.038 4.019
7 C -1.599 0.505 -3.112
8 H 0.372 -1.598 -6.024
9 H -1.980 1.212 0.120
10 C 6.707 -2.378 1.189
11 H 6.313 0.229 -2.781
12 H -5.286 0.894 4.860
13 H -4.608 0.849 1.500
14 C -4.387 0.572 4.340
15 C -0.587 2.296 1.271
16 C -5.342 -4.631 -2.285
17 H -0.126 0.377 -11.445
18 H 3.212 -3.461 0.429
19 C -1.473 -1.076 -10.593
20 H 0.261 -1.280 -11.837
21 H -2.540 -1.615 3.647
22 C -2.355 1.206 -9.867
23 H -0.952 -2.728 -4.281
24 H 1.583 -1.414 0.020
25 H 2.288 1.834 2.312
26 H -5.153 -2.547 5.227
27 Si 5.521 -0.921 1.030
28 H 3.454 4.532 3.028
29 H 3.117 -0.651 1.169
30 C -4.539 -0.900 3.949
31 H 7.327 -0.064 7.978
32 C -1.682 -1.168 -6.469
33 C -3.422 -1.457 3.034
34 H -3.286 -0.694 -9.522
35 H -4.105 -3.375 -5.286
36 C -4.853 -3.216 -2.591
37 H 0.097 1.742 4.520
38 H -7.203 -2.884 -1.025
39 H 5.298 3.827 4.506
40 C 5.705 -0.329 -0.699
41 H -2.627 -2.628 0.945
42 H -1.738 1.193 -8.965
43 H -0.152 -0.025 -5.469
44 C 1.444 5.149 7.960
45 C -2.979 -0.624 1.812
46 Si 5.733 0.330 3.639
47 C 0.011 2.443 2.514
48 H -2.761 -1.139 -3.847
49 C 3.629 6.338 8.634
50 H -6.563 -2.469 -3.690
51 C 3.339 3.459 3.191
52 C 3.358 -2.449 0.048
53 H 9.301 -1.342 2.247
54 C 2.601 6.056 7.540
55 H -3.261 1.770 -9.642
56 C 5.891 0.050 -1.825
57 H 0.960 3.239 8.799
58 H 4.099 5.406 8.962
59 H -4.923 -0.799 0.923
60 H -3.850 0.207 0.025
61 C -7.368 -3.954 -0.889
62 H -4.829 -4.987 -1.386
63 H 0.782 5.013 7.099
64 H 2.602 8.020 9.542
65 O 4.534 2.779 2.885
66 H 3.038 3.256 4.222
67 H -5.595 -4.313 -5.114
68 H 0.841 5.652 8.722
69 H -3.349 -0.173 -11.190
70 H -1.872 -1.496 -2.388
71 H -8.441 -4.106 -0.760
72 C 6.772 -1.029 4.460
73 H -6.296 -0.237 2.900
74 C -0.363 1.614 3.549
75 H -4.164 1.239 3.517
76 H 6.330 1.995 5.376
77 C -5.482 -2.562 -3.820
78 H -2.472 0.882 -2.569
79 H -2.275 -1.570 -14.614
80 C -1.824 -1.730 -13.633
81 H -7.087 -5.815 -1.917
82 H -2.307 -1.264 -0.189
83 H -5.036 -5.306 -3.090
84 H 2.186 7.006 7.190
85 C -5.950 -1.157 3.369
86 H 3.113 5.618 6.678
87 C -0.574 -0.580 -11.726
88 C -5.182 -3.303 -5.120
89 C 7.016 -0.683 5.838
90 C -1.269 -0.421 -13.077
91 H -1.575 1.049 -4.061
92 H -3.586 0.655 5.070
93 H -3.478 -2.171 5.414
94 C 5.624 3.186 3.689
95 H -0.276 1.892 -2.108
96 H -1.453 -0.759 -7.454
97 C -2.701 -0.213 -10.310
98 C -2.260 -1.613 0.837
99 C 3.760 -1.530 1.216
100 H 1.989 2.787 6.560
101 H 3.539 3.407 7.146
102 H 2.470 3.207 1.248
103 H -5.030 -2.574 -1.722
104 H -1.203 -1.630 1.103
105 H -2.073 0.316 -13.005
106 H -0.308 2.917 0.436
107 C -6.850 -4.760 -2.077
108 C 1.860 3.776 8.487
109 S 3.695 0.058 4.283
110 C 6.359 1.978 4.292
111 H -6.873 -4.261 0.034
112 C 3.048 7.069 9.841
113 H 3.734 0.399 5.578
114 C -1.317 0.623 3.364
115 H 2.281 6.476 10.342
116 H -0.871 -1.145 -9.682
117 H -7.384 -4.462 -2.984
118 H 0.243 -1.647 -3.610
119 H -3.767 -3.245 -2.724
120 H 2.846 1.955 7.862
121 H 3.828 7.281 10.574
122 H 4.429 6.948 8.206
123 H -5.097 -1.542 -3.902
124 H 6.697 -2.875 2.158
125 H 6.358 -3.121 0.465
126 H -2.531 -0.609 -6.071
127 H -0.385 0.306 -1.336
128 H 4.149 -2.517 -0.699
129 H 0.565 0.516 -2.813
130 H -3.754 -2.424 2.664
131 H -1.814 1.751 -10.641
132 H 1.540 -2.795 -0.821
133 H -1.031 -2.472 -13.746
134 N 2.121 -1.995 -0.609
135 C -1.551 1.314 1.103
136 H 3.606 -2.044 2.160
137 H 7.741 -1.093 3.965
138 C 9.060 -2.248 1.689
139 C -0.348 0.819 -2.299
140 C 7.158 -0.350 6.974
141 H -1.987 -2.208 -6.600
142 H 8.828 -3.070 2.360
143 C -4.168 -0.024 1.034
144 H 9.946 -2.485 1.107
145 H -2.594 -2.150 -12.984
146 O 0.990 3.410 2.696
147 C -4.454 -1.715 5.281
148 C -0.463 -1.070 -5.555
149 O 8.013 -1.968 0.775
150 C 2.602 2.937 7.452
151 H 2.477 3.883 9.383
152 C -0.696 -1.669 -4.170
153 H -5.937 -1.930 2.609
154 H -1.803 -2.096 -10.810
155 H -4.737 -1.113 6.139
156 H -5.616 -2.777 -5.972
157 H -6.649 -1.371 4.169
158 C -1.939 0.459 2.131
159 C 2.268 2.921 2.283
160 C -1.795 -0.989 -3.355


Number 1: calculated total energy -310.91258 Ha. Number 2: calculated total energy -263.49605 Ha. Number 3: calculated total energy -224.75330 Ha. Number 4: calculated total energy -2804.68479 Ha. Number 5: calculated total energy -306.19568 Ha. Number 6: calculated total energy -3336.70156 Ha.